C34H42N4P2Sn as an isolated structure, computed with wB97M-V/def2-TZVPD.

Each line ends with the Löwdin charge.
Positions of all 83 atoms, in Å:
Sn -2.4422 -2.5127 -3.5433  1.3727
C -2.5416 -4.0380 -5.1299  -0.2901
C -1.2099 -3.5241 -5.1615  -0.2597
C -0.6983 -2.4478 -6.0722  -0.2037
C -1.7108 -1.3200 -6.3687  -0.1747
C -2.5948 -0.9529 -5.2073  -0.2360
C -3.9293 -1.4291 -4.9840  -0.2112
C -4.5904 -2.5812 -5.6559  -0.2164
C -3.6239 -3.7058 -6.1236  -0.1842
C -3.1033 -1.5721 -1.7417  -0.2025
H -2.6982 -4.9390 -4.5308  0.1013
H -0.4178 -4.1803 -4.7912  0.0964
H -0.3308 -2.8629 -7.0316  0.1309
H 0.1914 -2.0126 -5.5769  0.0982
H -1.0885 -0.4470 -6.6286  0.1237
H -2.3211 -1.5222 -7.2628  0.1188
H -2.3654 0.0059 -4.7462  0.0674
H -4.5942 -0.7147 -4.4821  0.1205
H -5.1610 -2.2215 -6.5317  0.1253
H -5.3611 -3.0101 -4.9880  0.1223
H -4.2107 -4.6201 -6.2600  0.1192
H -3.2047 -3.4422 -7.1000  0.1131
H -3.2659 -2.3743 -1.0121  0.0085
H -4.0497 -1.0473 -1.9381  0.0173
H -2.3073 -0.8761 -1.4251  -0.0144
P -0.0773 1.1134 -2.2058  1.0903
P 2.3336 -1.2139 -1.5888  1.1143
N -1.4364 1.7936 -3.2178  -0.2324
N 0.7378 2.6190 -2.1590  -0.2709
N 1.0264 -2.4126 -1.6353  -0.2141
N 3.6434 -2.4205 -1.7042  -0.2531
C 0.7416 0.1773 -3.5786  -0.3963
C 2.1179 -0.4812 -3.2849  -0.3768
C -2.7919 1.5854 -2.9367  -0.1806
C -3.5693 2.3000 -3.8388  -0.1060
C -2.6653 2.9462 -4.7380  -0.0951
C -1.3750 2.5973 -4.3642  -0.1363
C 0.3160 3.7026 -1.3598  -0.1142
C 1.0960 4.8067 -1.6675  -0.0832
C 2.0118 4.4126 -2.7030  -0.0876
C 1.7639 3.0754 -2.9911  -0.1520
C 0.2890 -2.7815 -0.4912  -0.0929
C -0.4910 -3.8798 -0.7921  -0.1067
C -0.1983 -4.2623 -2.1338  -0.1473
C 0.6933 -3.3103 -2.6369  -0.2263
C 3.7060 -3.6424 -2.3868  -0.1438
C 4.8003 -4.3598 -1.9308  -0.0896
C 5.4645 -3.5528 -0.9503  -0.0970
C 4.7339 -2.3859 -0.8077  -0.1403
H 0.8087 0.8239 -4.4726  0.0751
H 0.0085 -0.6073 -3.8449  0.0289
H 2.3283 -1.2387 -4.0627  0.0724
H 2.8967 0.2997 -3.3615  0.0679
H -3.0825 0.9654 -2.1004  0.0770
H -4.6512 2.3498 -3.8281  0.0927
H -2.9359 3.6110 -5.5477  0.0915
H -0.4251 2.8980 -4.7858  0.1014
H -0.4935 3.5726 -0.6561  0.1082
H 1.0211 5.7835 -1.2088  0.0934
H 2.7575 5.0292 -3.1835  0.0888
H 2.2077 2.3996 -3.7033  0.0839
H 0.4066 -2.2513 0.4403  0.0960
H -1.2191 -4.3613 -0.1460  0.1051
H -0.5458 -5.1538 -2.6421  0.0980
H 1.1963 -3.2864 -3.5999  0.0907
H 2.9644 -3.9112 -3.1171  0.0744
H 5.0734 -5.3491 -2.2476  0.0874
H 6.3637 -3.8137 -0.4193  0.0897
H 4.8623 -1.5268 -0.1640  0.0989
C 0.4636 0.4924 0.9208  -0.1620
C 0.6613 0.3446 2.2882  -0.3803
C 1.7597 -0.4435 2.7899  -0.1011
C 1.9852 -0.5954 4.1557  -0.1441
C 1.1677 0.0732 5.0779  -0.1728
C 0.0836 0.8495 4.6390  -0.1435
C -0.1944 0.9483 3.2787  -0.0945
H 1.2157 0.1333 0.2249  -0.0964
H -0.4254 0.9859 0.5338  -0.0408
H 2.4078 -0.9382 2.0624  0.0774
H 2.8188 -1.2087 4.5067  0.0864
H 1.3899 0.0135 6.1420  0.0709
H -0.5402 1.3852 5.3598  0.0868
H -1.0500 1.5336 2.9294  0.0877

DFT total energy: -2436.4923 a.u.
Net charge: 0
Maximum force: 1.80 eV Å⁻¹